(1)
{
  "formula": "C4H26NO12",
  "method": "ωB97M-V/def2-TZVPD",
  "symbols": ["C", "C", "C", "O", "N", "C", "O", "O", "H", "H", "H", "H", "H", "H", "H", "H", "H", "H", "O", "H", "H", "O", "H", "H", "O", "H", "H", "O", "H", "H", "O", "H", "H", "O", "H", "H", "O", "H", "H", "O", "H", "H", "O"],
  "coordinates": [[-3.323, -0.472, -0.828], [-2.294, -0.264, 0.358], [-1.791, -1.703, 0.586], [-1.780, -2.082, 1.965], [-1.222, 0.651, 0.023], [-0.072, 0.783, 0.828], [-0.017, -0.067, 1.758], [0.743, 1.737, 0.701], [-2.937, -1.279, -1.421], [-4.222, -0.877, -0.373], [-3.583, 0.485, -1.273], [-2.841, 0.129, 1.232], [-0.902, -2.012, 0.033], [-2.515, -2.464, 0.243], [-1.161, -1.465, 2.372], [-1.314, 1.373, -0.677], [2.857, -2.748, 0.671], [3.708, -1.978, -0.414], [3.145, -2.763, -0.262], [1.520, -3.384, -2.077], [0.703, -2.208, -1.516], [0.720, -2.873, -2.204], [-0.223, 3.175, -2.319], [-0.936, 1.990, -2.936], [-1.086, 2.716, -2.330], [3.529, -0.350, -1.930], [3.763, 0.430, -0.608], [4.206, -0.077, -1.309], [0.143, -1.803, -3.588], [0.369, -0.295, -3.434], [0.126, -0.965, -4.080], [-0.224, 2.879, 2.622], [-0.940, 3.067, 1.380], [-0.965, 3.432, 2.282], [-0.147, 0.968, 3.790], [1.295, 0.851, 3.958], [0.553, 1.352, 4.338], [0.434, 4.368, -0.123], [0.896, 3.025, -0.459], [0.836, 3.925, -0.902], [1.468, -2.500, 2.027], [1.426, -0.974, 1.947], [2.056, -1.739, 1.947]],
  "lumo_energy_ev": 2.630,
  "multiplicity": 1,
  "total_energy_ha": -1125.77850,
  "orbital_gap_ev": 9.2,
  "de_lowest_kcal_mol": 2.70,
  "charge": -1
}


(2)
{
  "formula": "C5H5N",
  "method": "ωB97M-V/def2-TZVPD",
  "symbols": ["C", "C", "C", "C", "C", "N", "H", "H", "H", "H", "H"],
  "coordinates": [[1.790, -0.731, -0.598], [0.869, -0.006, 0.055], [-0.537, 0.343, -0.038], [-1.716, -0.113, -0.401], [0.646, 1.031, 0.946], [0.695, 1.704, 1.995], [2.822, -0.460, -0.441], [1.523, -1.573, -1.304], [-2.494, 0.647, -0.290], [-1.625, -1.101, -0.855], [-0.089, 2.208, 2.295]],
  "lumo_energy_ev": [-0.503, -0.503],
  "multiplicity": 1,
  "total_energy_ha": -248.09445,
  "smiles": "C=c1c(=C)c1=N",
  "orbital_gap_ev": [8.1, 8.1],
  "de_lowest_kcal_mol": 113.32
}


(3)
{
  "formula": "C35H57BrN12P",
  "method": "ωB97M-V/def2-TZVPD",
  "symbols": ["C", "C", "C", "C", "C", "C", "C", "N", "C", "C", "C", "Br", "P", "C", "C", "C", "H", "H", "H", "H", "H", "H", "H", "H", "H", "H", "H", "H", "H", "H", "H", "H", "H", "H", "H", "H", "H", "H", "H", "H", "C", "C", "N", "H", "H", "H", "C", "C", "N", "H", "H", "H", "C", "C", "N", "H", "H", "H", "C", "C", "N", "H", "H", "H", "C", "C", "N", "H", "H", "H", "C", "C", "N", "H", "H", "H", "C", "C", "N", "H", "H", "H", "C", "C", "N", "H", "H", "H", "C", "C", "N", "H", "H", "H", "C", "C", "N", "H", "H", "H", "C", "C", "N", "H", "H", "H"],
  "coordinates": [[-3.078, -1.660, 0.335], [-2.289, -1.866, -0.837], [-1.148, -2.519, -1.873], [0.244, -1.696, -1.915], [0.978, -1.371, -3.361], [2.475, -0.756, -3.005], [2.360, -0.876, -1.359], [1.399, -2.029, -0.945], [1.284, -1.684, 0.498], [0.799, -2.736, 1.592], [0.106, -1.868, 2.845], [-0.455, -4.177, 1.130], [2.485, -3.378, -1.513], [3.302, -4.275, 0.012], [1.440, -4.665, -2.542], [0.837, -5.895, -1.668], [-3.743, -1.707, 1.326], [-1.041, -3.697, -1.708], [-1.650, -2.420, -2.952], [-0.060, -0.606, -1.569], [0.980, -2.197, -4.199], [0.348, -0.478, -3.812], [2.680, 0.379, -3.255], [3.302, -1.414, -3.538], [1.978, 0.197, -1.037], [3.456, -1.163, -1.049], [2.353, -1.268, 0.835], [0.575, -0.724, 0.567], [1.762, -3.234, 2.092], [-0.518, -2.578, 3.560], [-0.514, -0.941, 2.455], [1.026, -1.396, 3.440], [3.872, -3.525, 0.714], [3.984, -5.130, -0.411], [2.448, -4.786, 0.654], [0.651, -4.138, -3.245], [2.243, -5.140, -3.288], [1.415, -6.185, -0.697], [-0.303, -5.729, -1.362], [0.823, -6.877, -2.346], [4.969, 1.212, 1.327], [5.238, -0.276, 1.175], [5.460, -1.511, 1.048], [5.827, 1.699, 1.800], [4.800, 1.663, 0.345], [4.083, 1.369, 1.949], [-2.230, 1.747, -0.003], [-0.719, 1.822, -0.145], [0.535, 1.883, -0.263], [-2.706, 2.409, -0.732], [-2.571, 0.723, -0.176], [-2.526, 2.056, 1.004], [-1.093, 5.797, 1.599], [-2.306, 5.096, 1.008], [-3.311, 4.515, 0.517], [-0.363, 6.006, 0.812], [-1.397, 6.739, 2.063], [-0.628, 5.161, 2.357], [2.711, 3.712, -4.984], [3.572, 3.221, -3.831], [4.287, 2.814, -2.876], [1.676, 3.832, -4.651], [3.083, 4.675, -5.343], [2.740, 2.990, -5.805], [-3.084, -7.038, 0.938], [-4.524, -7.473, 1.159], [-5.718, -7.834, 1.342], [-3.056, -6.000, 0.597], [-2.522, -7.121, 1.873], [-2.614, -7.674, 0.183], [-6.364, 6.590, 1.068], [-7.552, 6.502, 2.012], [-8.537, 6.429, 2.795], [-6.698, 6.460, 0.035], [-5.881, 7.566, 1.166], [-5.638, 5.808, 1.308], [-2.897, 6.861, -3.133], [-2.313, 7.108, -1.751], [-1.828, 7.314, -0.606], [-2.348, 6.057, -3.631], [-3.949, 6.574, -3.046], [-2.824, 7.770, -3.736], [7.145, 2.092, 5.037], [5.806, 2.355, 4.368], [4.695, 2.573, 3.813], [7.654, 3.039, 5.237], [6.992, 1.563, 5.982], [7.774, 1.480, 4.385], [-4.368, 0.148, 4.304], [-4.435, 0.740, 2.905], [-4.490, 1.232, 1.745], [-3.449, -0.433, 4.419], [-4.378, 0.949, 5.048], [-5.227, -0.507, 4.473], [-8.141, -5.309, 2.732], [-7.556, -5.062, 4.113], [-7.071, -4.857, 5.259], [-7.592, -6.113, 2.234], [-9.192, -5.596, 2.818], [-8.068, -4.400, 2.128], [7.522, 2.423, -3.905], [8.085, 2.672, -5.295], [8.551, 2.878, -6.449], [8.077, 3.011, -3.168], [6.469, 2.713, -3.872], [7.608, 1.362, -3.653]],
  "lumo_energy_ev": -2.324,
  "multiplicity": 1,
  "total_energy_ha": -4939.28036,
  "orbital_gap_ev": 9.2,
  "charge": 1
}


(4)
{
  "formula": "C31H57BClGaO2P",
  "method": "ωB97M-V/def2-TZVPD",
  "symbols": ["Ga", "Cl", "P", "C", "H", "H", "C", "C", "C", "H", "C", "H", "H", "C", "H", "H", "C", "H", "H", "C", "H", "H", "H", "H", "C", "C", "H", "C", "H", "H", "C", "H", "H", "C", "H", "H", "C", "H", "H", "H", "H", "C", "H", "C", "H", "H", "C", "H", "H", "C", "H", "H", "C", "H", "H", "H", "H", "C", "C", "H", "C", "H", "C", "H", "H", "C", "H", "H", "C", "H", "H", "H", "H", "C", "C", "C", "O", "B", "O", "C", "C", "C", "H", "H", "H", "H", "H", "H", "H", "H", "H", "H", "H", "H"],
  "coordinates": [[-2.025, 1.276, 1.234], [-1.072, 2.920, 0.024], [-1.818, -0.757, 0.044], [2.611, 1.435, -0.634], [1.983, 2.184, -1.143], [2.068, 0.486, -0.782], [-3.628, -0.792, -0.473], [-1.420, -1.805, 1.551], [-4.171, -2.084, -1.094], [-4.122, -0.634, 0.504], [-5.696, -1.983, -1.241], [-3.731, -2.226, -2.093], [-3.915, -2.967, -0.489], [-6.144, -0.754, -2.040], [-6.070, -2.894, -1.722], [-6.144, -1.940, -0.238], [-5.470, 0.540, -1.570], [-5.933, -0.908, -3.106], [-7.232, -0.651, -1.949], [-3.950, 0.403, -1.399], [-5.687, 1.348, -2.279], [-5.899, 0.837, -0.604], [-3.483, 0.238, -2.382], [-3.527, 1.343, -1.012], [-0.836, -1.521, -1.358], [0.088, -2.127, 1.589], [-1.637, -1.122, 2.395], [0.482, -2.906, 2.849], [0.358, -2.727, 0.707], [0.678, -1.197, 1.525], [-0.439, -4.100, 3.144], [1.514, -3.264, 2.735], [0.479, -2.223, 3.711], [-1.931, -3.755, 3.049], [-0.209, -4.914, 2.442], [-0.220, -4.482, 4.148], [-2.304, -3.044, 1.742], [-2.531, -4.666, 3.149], [-2.199, -3.098, 3.888], [-2.184, -3.737, 0.896], [-3.364, -2.752, 1.769], [-1.085, -0.830, -2.707], [0.212, -1.321, -1.060], [-0.123, -1.360, -3.784], [-2.121, -1.020, -3.028], [-0.977, 0.262, -2.608], [-0.169, -2.888, -3.908], [-0.383, -0.901, -4.746], [0.900, -1.041, -3.537], [-0.055, -3.606, -2.558], [-1.112, -3.177, -4.392], [0.637, -3.230, -4.569], [-1.014, -3.043, -1.503], [-0.253, -4.677, -2.687], [0.975, -3.514, -2.186], [-2.051, -3.268, -1.791], [-0.845, -3.564, -0.552], [3.567, 1.338, -2.850], [3.917, 1.348, -1.311], [3.209, 0.394, -3.261], [4.868, 2.516, -1.020], [4.400, 0.399, -1.056], [4.290, 3.831, -1.536], [5.084, 2.584, 0.049], [5.792, 2.294, -1.564], [4.068, 3.830, -3.041], [3.332, 4.024, -1.035], [4.966, 4.651, -1.262], [3.282, 2.573, -3.541], [3.537, 4.742, -3.348], [5.044, 3.840, -3.550], [2.196, 2.804, -3.471], [3.484, 2.440, -4.620], [2.372, 0.701, 3.802], [1.602, 1.744, 2.992], [0.254, 1.931, 3.655], [1.431, 1.216, 1.653], [2.441, 1.782, 0.881], [3.180, 2.746, 1.528], [2.436, 3.065, 2.734], [1.553, 4.280, 2.461], [3.429, 3.447, 3.811], [3.391, 0.545, 3.420], [1.840, -0.261, 3.781], [2.442, 1.015, 4.850], [-0.253, 0.966, 3.771], [0.407, 2.350, 4.657], [-0.417, 2.589, 3.093], [1.161, 4.681, 3.404], [2.154, 5.067, 1.984], [0.706, 4.045, 1.802], [4.118, 2.632, 4.055], [4.016, 4.313, 3.483], [2.893, 3.734, 4.724]],
  "lumo_energy_ev": [2.547, 2.563],
  "multiplicity": 1,
  "total_energy_ha": -4117.17279,
  "orbital_gap_ev": [5.2, 2.5],
  "de_lowest_kcal_mol": 38.04,
  "charge": -1
}


(5)
{
  "formula": "C4H11N3",
  "method": "ωB97M-V/def2-TZVPD",
  "symbols": ["C", "N", "C", "C", "N", "N", "C", "H", "H", "H", "H", "H", "H", "H", "H", "H", "H", "H"],
  "coordinates": [[-1.884, -1.377, -0.157], [-0.595, -0.763, -0.320], [-0.413, 0.490, -0.163], [-1.443, 1.553, 0.140], [0.868, 0.942, -0.223], [1.914, 0.013, -0.673], [2.565, -0.597, 0.478], [-2.283, -1.245, 0.854], [-1.762, -2.444, -0.345], [-2.621, -0.986, -0.868], [-2.451, 1.171, 0.013], [-1.324, 1.888, 1.170], [-1.312, 2.408, -0.521], [1.026, 1.913, -0.455], [1.470, -0.728, -1.219], [3.028, 0.191, 1.072], [1.876, -1.161, 1.114], [3.340, -1.266, 0.105]],
  "lumo_energy_ev": 1.018,
  "multiplicity": 1,
  "total_energy_ha": -323.22712,
  "smiles": "C/N=C(\\C)NNC",
  "orbital_gap_ev": 9.4,
  "de_lowest_kcal_mol": 49.84
}